Entry 1:
# CH10NOSSi2

An isolated ion of composition CH10NOSSi2 and charge +1 (wB97M-V/def2-TZVPD, OMol25).

Atoms and positions in Å:
N: 1.28288 -1.54956 -0.92311
C: 0.96410 -0.91611 0.46418
O: -0.06806 -1.57728 1.03671
Si: -0.16776 0.95235 -0.21304
Si: -1.44531 2.31850 0.94306
S: -0.84929 0.08402 -2.07745
H: 1.52999 -2.58356 -0.73376
H: 0.52724 -1.42457 -1.66507
H: 2.05758 -0.95703 -1.16506
H: 1.81941 -0.75163 1.10499
H: 0.34483 -2.31110 1.56524
H: 1.17256 1.49639 -0.66645
H: -2.31220 1.33257 1.42526
H: -0.54438 2.94556 1.97419
H: -2.38482 3.42096 0.27013
H: -1.92677 -0.47952 -1.33980

E_tot: -31318.4698 eV
Total charge: +1
SMILES: [NH3+][C@H](O)[Si@H]([SiH3])S

***

Entry 2:
# C3H5N3

One molecule with the formula C3H5N3 (wB97M-V/def2-TZVPD, OMol25).

Atoms and positions in Å:
H: -2.25766 0.02063 0.95200
N: -1.79937 -0.36608 0.25813
C: -0.63676 -0.09609 0.12784
C: 0.30034 -0.39774 -1.02271
C: 0.72868 -0.96553 -2.06785
N: -0.12062 1.03546 0.84800
N: 1.29026 0.58812 1.15973
H: 1.27772 -1.46959 -2.94927
H: -0.37703 0.49885 1.91824
H: 2.04275 1.29713 0.83672
H: 1.36870 -0.39338 1.15763

E_tot: -7655.9832 eV
Total charge: 0
SMILES: [H]/N=C(/C#C)NN

***

Entry 3:
# C4H12

A 2-piece molecular cluster, C4H12 overall (wB97M-V/def2-TZVPD, OMol25).

Atoms and positions in Å:
C: 0.60521 1.14509 2.23775
C: 0.91322 -0.32102 2.55829
H: -0.17067 1.56513 2.88363
H: 1.51644 1.73043 2.32789
H: 0.24487 1.24406 1.21002
H: 1.96173 -0.53482 2.35115
H: 0.24944 -0.99762 2.02415
H: 0.86678 -0.46954 3.64224
C: -1.52550 -0.28897 -2.31248
C: -0.02700 -0.51747 -2.46857
H: -2.02148 -1.13315 -1.81794
H: -1.73839 0.64387 -1.79979
H: -2.01175 -0.27032 -3.29145
H: 0.51899 -0.28128 -1.55814
H: 0.26092 -1.55258 -2.66200
H: 0.35720 0.03819 -3.32474

E_tot: -4342.3368 eV
Total charge: 0
SMILES: CC.CC

***

Entry 4:
# C3H8N2O

A 2-piece molecular cluster, C3H8N2O overall (wB97M-V/def2-TZVPD, OMol25).

Atoms and positions in Å:
N: -1.23492 -0.19063 2.40206
C: -1.45944 -1.06154 1.57601
O: -1.63524 -1.86398 0.74449
H: -1.59144 -0.25406 3.34251
C: -0.20252 0.86997 -1.56696
N: 0.19579 0.45045 -0.23802
C: 1.40239 -0.36444 -0.22125
H: -1.08442 1.51528 -1.50168
H: 0.58914 1.41529 -2.11425
H: -0.47259 -0.00726 -2.16593
H: 0.30917 1.25645 0.36364
H: 1.14754 -1.43400 -0.22895
H: 2.06390 -0.16788 -1.08484
H: 1.97265 -0.16364 0.69315

E_tot: -8267.9834 eV
Total charge: 0
SMILES: N=C=O.CNC

***

- The highest total charge belongs to which entry?
  CH10NOSSi2

***

- Which of these has the highest E_tot?
  C4H12